Entry 1:
ORCA calculation (ωB97M-V with the def2-TZVPD basis set) on a cluster of 5 separate species, C27H56FNO15S in total at a distorted geometry.

Each line ends with the Löwdin charge.
Positions of all 101 atoms, in Å:
C1 15.74988 -1.10888 0.50009  -0.1121
O1 14.70343 -0.75546 -0.39708  -0.1725
C2 13.52923 -0.50412 0.33994  -0.2790
C3 12.56839 0.42423 -0.40158  -0.1823
C4 11.35737 0.66619 0.50560  -0.2278
C5 10.18743 1.37918 -0.17335  -0.2099
C6 9.22210 1.89702 0.92198  -0.2219
C7 7.79642 2.07652 0.42611  -0.2048
C8 7.01367 0.74146 0.35017  -0.1952
C9 5.56400 0.84502 0.90382  -0.2049
C10 4.59061 0.26277 -0.12912  -0.1875
C11 3.11453 0.46660 0.29644  -0.1954
N1 2.56770 -0.82720 0.82332  -0.1103
S1 1.10211 -1.25023 0.18997  0.5509
O2 0.06103 -0.80865 1.04451  -0.2528
O3 0.94051 -0.90860 -1.17061  -0.2433
F1 1.12761 -2.79920 0.23100  -0.1224
H1 15.36396 -1.66906 1.35718  0.0823
H2 16.23657 -0.21162 0.89308  0.0884
H3 16.45646 -1.76003 -0.01098  0.0846
H4 12.96327 -1.41679 0.57941  0.1264
H5 13.73208 -0.01819 1.30338  0.1210
H6 13.07795 1.37531 -0.57793  0.1184
H7 12.31126 0.02541 -1.38530  0.1158
H8 11.68783 1.29408 1.33845  0.1168
H9 11.01588 -0.29552 0.89769  0.1163
H10 9.64004 0.67246 -0.80634  0.1046
H11 10.50099 2.19316 -0.83033  0.1156
H12 9.67377 2.80716 1.32473  0.1111
H13 9.25886 1.14852 1.71775  0.1055
H14 7.26320 2.69080 1.15796  0.0972
H15 7.72557 2.60003 -0.52836  0.1150
H16 6.93919 0.43863 -0.69594  0.0956
H17 7.54297 -0.05365 0.87700  0.1099
H18 5.53838 0.25451 1.82406  0.1130
H19 5.28721 1.86254 1.18617  0.1021
H20 4.81583 0.64314 -1.12495  0.1138
H21 4.77145 -0.81258 -0.15703  0.1058
H22 2.56144 0.85979 -0.55379  0.1102
H23 3.05039 1.19780 1.10045  0.1177
H24 2.35983 -0.66318 1.80552  0.1078
C12 -2.08864 1.06573 -0.85829  -0.0612
C13 -2.56854 -0.34882 -1.10014  -0.2027
O4 -3.99990 -0.44837 -0.98022  0.0435
C14 -4.70094 0.04305 -1.99813  -0.6003
O5 -4.25977 0.54279 -3.00003  0.1283
O6 -6.00206 -0.10161 -1.70594  -0.0330
C15 -6.87681 0.47945 -2.67643  -0.0358
H25 -2.44376 1.42800 0.10802  0.0865
H26 -1.00060 1.10410 -0.87477  0.0635
H27 -2.46832 1.74755 -1.61895  0.0749
H28 -2.15593 -1.00611 -0.33885  0.1066
H29 -2.24258 -0.72549 -2.06969  0.1281
H30 -6.66529 0.09822 -3.67306  0.0999
H31 -6.78796 1.56519 -2.65879  0.1038
H32 -7.89016 0.20351 -2.40095  0.0754
C16 9.80313 -3.27131 -4.40212  -0.0643
C17 9.16740 -2.02398 -3.82547  -0.2115
O7 7.73364 -2.10329 -3.82558  0.0359
C18 7.20161 -2.89325 -2.89266  -0.6104
O8 7.80466 -3.51818 -2.05818  0.1211
O9 5.87427 -2.87566 -3.04548  0.0032
C19 5.17516 -3.75546 -2.16268  -0.0403
H33 9.41059 -3.47210 -5.40008  0.0827
H34 10.88512 -3.15418 -4.46344  0.0812
H35 9.58813 -4.14462 -3.78792  0.0737
H36 9.41664 -1.16493 -4.44612  0.1220
H37 9.53102 -1.81561 -2.81836  0.1180
H38 5.43655 -3.56066 -1.12418  0.0915
H39 5.38288 -4.79255 -2.42195  0.0992
H40 4.11221 -3.56883 -2.29289  0.0924
C20 -8.23293 -1.11790 -0.01124  -0.0657
C21 -8.81415 0.16659 0.53719  -0.1982
O10 -10.25093 0.13587 0.58041  0.0361
C22 -10.78240 -0.60136 1.55570  -0.6080
O11 -10.17970 -1.21810 2.39535  0.1259
O12 -12.11263 -0.54888 1.43094  -0.0085
C23 -12.81610 -1.37839 2.35783  -0.0411
H41 -8.65965 -1.34480 -0.98991  0.0808
H42 -7.15649 -1.03816 -0.10461  0.0678
H43 -8.45819 -1.96331 0.63838  0.0797
H44 -8.55582 0.99614 -0.12022  0.1160
H45 -8.41470 0.39856 1.52468  0.1280
H46 -12.52442 -1.15790 3.38252  0.0981
H47 -12.63949 -2.42885 2.13022  0.0984
H48 -13.87459 -1.16325 2.23723  0.0885
C24 -14.14096 2.30514 1.63346  -0.0635
C25 -14.69599 3.60675 2.17099  -0.2060
O13 -16.13140 3.59904 2.22076  0.0384
C26 -16.66893 2.87931 3.20471  -0.6086
O14 -16.07045 2.26024 4.04696  0.1211
O15 -17.99847 2.95380 3.09018  0.0042
C27 -18.71075 2.14716 4.02965  -0.0429
H49 -14.57619 2.07697 0.65932  0.0874
H50 -13.05748 2.36219 1.53162  0.0812
H51 -14.37699 1.47177 2.29373  0.0639
H52 -14.42631 4.42361 1.50378  0.1219
H53 -14.28829 3.84204 3.15458  0.1245
H54 -18.40824 2.37285 5.05010  0.0950
H55 -18.55375 1.09125 3.81295  0.0979
H56 -19.76575 2.37966 3.91298  0.0922

Forces on the atoms, in the same order (eV/Å):
-0.1 -0.2 -0.1
0.1 -0.2 0.7
-1.0 0.6 -0.3
0.4 0.1 0.3
0.3 0.3 -0.9
-0.5 -0.4 0.5
0.8 -0.2 -1.0
-0.5 -0.2 1.0
-0.3 0.6 -0.2
0.6 -0.6 -0.5
-0.3 -0.1 1.0
1.0 -0.2 -0.7
-0.8 0.2 -0.2
-1.0 1.2 -0.3
-0.2 -0.5 1.1
1.0 -0.1 -0.8
0.5 -0.1 0.4
-0.1 -0.1 0.0
0.1 0.0 -0.1
0.1 0.2 -0.1
0.4 -0.3 -0.1
0.3 0.0 0.0
0.0 0.0 -0.1
-0.2 -0.2 0.1
0.0 -0.2 0.2
-0.1 0.1 0.2
0.1 -0.1 -0.1
0.2 0.0 0.1
-0.3 0.1 0.1
-0.3 0.1 0.2
0.1 0.2 -0.1
0.2 0.1 0.0
0.1 -0.2 0.0
0.1 0.0 0.0
-0.3 0.0 0.0
0.1 0.1 -0.2
-0.2 0.2 0.0
0.0 0.0 -0.2
-0.4 -0.3 0.1
0.0 0.0 0.0
0.1 -0.5 0.1
-0.2 0.3 -0.1
0.5 0.1 0.0
-0.1 -0.1 0.0
0.1 0.1 0.2
-0.1 -0.1 0.0
0.2 0.2 -0.3
-0.2 0.1 -0.1
0.1 -0.1 0.1
0.0 -0.1 0.0
0.0 -0.1 -0.1
-0.3 -0.1 0.1
-0.2 0.1 -0.1
0.1 0.1 0.0
0.1 0.0 -0.1
0.1 -0.1 0.1
-0.2 -0.2 0.0
0.5 0.0 0.0
-0.1 0.1 0.1
0.0 0.0 -0.1
0.0 0.1 0.0
0.0 0.0 0.0
-0.3 -0.1 0.1
0.1 0.1 0.0
0.0 0.1 0.0
0.0 0.1 0.1
-0.2 0.0 0.0
-0.1 -0.1 0.1
0.1 -0.1 0.0
0.1 0.0 0.1
0.1 0.1 -0.2
-0.3 -0.4 0.2
0.5 -0.1 -0.1
-0.1 0.1 0.0
0.0 -0.1 -0.1
-0.1 0.1 0.0
0.0 0.0 0.0
-0.2 -0.1 0.1
0.1 0.1 0.0
0.0 0.0 0.0
0.0 0.1 0.1
-0.2 0.1 0.0
-0.1 -0.1 0.1
0.1 -0.1 0.0
0.1 0.0 0.1
0.1 0.1 -0.1
-0.2 -0.2 0.0
0.5 -0.1 -0.1
-0.1 0.1 0.1
0.0 0.0 -0.1
-0.1 0.1 0.0
0.0 0.0 0.0
-0.2 -0.1 0.1
0.1 0.1 -0.1
0.0 0.0 0.0
0.1 0.1 0.1
-0.3 0.1 0.0
-0.1 -0.1 0.1
0.1 -0.1 0.0
0.1 0.0 0.1
0.1 0.1 -0.1

Calculated values
* charge: 0
* SMILES: COCCCCCCCCCCNS(=O)(=O)F.CCOC(=O)OC.CCOC(=O)OC.CCOC(=O)OC.CCOC(=O)OC
* LUMO: 0.402 eV


Entry 2:
ORCA calculation (ωB97M-V with the def2-TZVPD basis set) on a cluster of 9 separate species, C27H57BO12S8 in total at a distorted geometry.

Each line ends with the Löwdin charge.
Positions of all 105 atoms, in Å:
C1 -0.40263 -0.55196 3.49350  -0.0918
O1 -0.85931 0.59588 4.33312  -0.1064
B1 -1.43320 1.59031 3.37509  -0.4276
O2 -0.62855 2.62288 2.69260  0.0250
C2 -3.06330 1.54226 2.98320  0.0369
C3 -3.47225 2.20249 1.67913  0.0818
C4 -5.08626 2.11978 1.24967  -0.1943
O3 -5.73590 3.11365 0.61282  -0.0548
C5 -5.83916 0.69813 1.70703  -0.0272
C6 -6.99168 -0.02233 0.78886  0.0021
C7 -7.63018 -1.44948 1.31559  -0.0405
C8 -7.15236 -2.19180 2.73443  -0.0513
C9 -6.00980 -1.46094 3.68197  -0.0049
C10 -5.37803 -0.03380 3.13841  -0.0216
C11 -4.18593 0.79278 3.97074  -0.1698
O4 -4.16896 0.87322 5.30940  -0.0209
H1 -0.62423 -1.60231 4.01593  0.1184
H2 -1.11370 -0.53074 2.53602  0.1032
H3 0.71966 -0.47376 3.16821  0.0909
H4 -0.51877 2.26857 1.74058  0.0776
H5 -2.65631 2.74738 0.99958  0.1416
H6 -7.31744 0.48361 -0.24112  0.0919
H7 -8.46537 -1.99024 0.67337  0.0875
H8 -7.57417 -3.21848 3.10805  0.0784
H9 -5.63499 -1.91556 4.71390  0.1064
C12 3.00805 1.04627 0.13016  -0.2572
S1 1.52257 1.57958 -0.75428  0.8411
O5 0.33946 1.23180 0.10033  -0.5686
C13 1.62915 0.33836 -2.06600  -0.2683
H10 3.12228 1.66688 1.02181  0.0444
H11 2.91106 -0.00032 0.42791  0.0502
H12 3.88188 1.17448 -0.51281  0.0556
H13 1.61650 -0.66504 -1.63380  0.0406
H14 2.54743 0.48916 -2.63843  0.0548
H15 0.76789 0.45802 -2.72747  0.0347
C14 5.35906 -0.20104 5.11486  -0.2675
S2 4.21961 -0.62720 3.77570  0.8089
O6 3.29452 0.53810 3.58253  -0.5613
C15 3.31339 -1.89381 4.69607  -0.2565
H16 6.00706 0.60961 4.77396  0.0492
H17 4.79858 0.12872 5.99266  0.0600
H18 5.97084 -1.07092 5.36474  0.0509
H19 2.87801 -1.46040 5.59960  0.0637
H20 3.99093 -2.70937 4.95963  0.0526
H21 2.51427 -2.28020 4.05911  0.0382
C16 -8.79885 -0.85465 -4.66935  -0.2727
S3 -7.51749 -1.02850 -3.40397  0.8191
O7 -8.17070 -0.82210 -2.06915  -0.5740
C17 -6.63564 0.49555 -3.81898  -0.2689
H22 -9.49632 -1.68989 -4.57358  0.0500
H23 -9.33830 0.08493 -4.52934  0.0583
H24 -8.33963 -0.88012 -5.66026  0.0515
H25 -7.30754 1.35261 -3.73096  0.0601
H26 -6.24598 0.42685 -4.83736  0.0518
H27 -5.80330 0.61549 -3.12152  0.0510
C18 1.01297 -4.72337 0.39901  -0.2718
S4 0.79990 -2.93995 0.61646  0.8187
O8 0.28566 -2.71337 2.00760  -0.5664
C19 -0.60288 -2.77908 -0.51445  -0.2586
H28 1.82488 -5.05738 1.04900  0.0485
H29 0.09326 -5.24629 0.67124  0.0570
H30 1.27249 -4.93625 -0.64059  0.0449
H31 -1.42382 -3.42103 -0.18624  0.0587
H32 -0.29154 -3.05459 -1.52480  0.0552
H33 -0.93408 -1.73798 -0.51025  0.0472
C20 0.26555 2.85058 -5.55002  -0.2657
S5 1.00561 1.36232 -6.26466  0.8198
O9 1.34747 0.43993 -5.13180  -0.5682
C21 2.54029 2.15515 -6.80205  -0.2740
H34 -0.69955 2.58280 -5.11398  0.0484
H35 0.91529 3.25435 -4.77012  0.0580
H36 0.11265 3.59538 -6.33444  0.0496
H37 3.05090 2.60150 -5.94542  0.0194
H38 2.31436 2.92250 -7.54622  0.0503
H39 3.18425 1.39544 -7.25123  0.0531
C22 0.62881 4.18371 7.75102  -0.2776
S6 0.67452 2.38991 7.51977  0.8153
O10 1.69092 1.83764 8.47527  -0.5779
C23 1.43660 2.43130 5.87961  -0.2632
H40 0.21781 4.39537 8.74073  0.0454
H41 1.63821 4.59587 7.68283  0.0526
H42 -0.01298 4.63394 6.99020  0.0508
H43 2.39671 2.95072 5.92596  0.0595
H44 0.76893 2.93800 5.17882  0.0473
H45 1.59729 1.40349 5.54585  0.0313
C24 5.45124 -8.06653 -0.41731  -0.2726
S7 4.09032 -7.58609 -1.50835  0.8123
O11 3.78110 -6.14354 -1.23548  -0.5662
C25 2.82560 -8.57923 -0.67962  -0.2739
H46 6.35064 -7.53003 -0.72797  0.0508
H47 5.21283 -7.80487 0.61619  0.0574
H48 5.62533 -9.14168 -0.50203  0.0521
H49 2.74784 -8.28614 0.37005  0.0561
H50 3.08408 -9.63803 -0.75573  0.0519
H51 1.86784 -8.40509 -1.17557  0.0500
C26 6.04932 5.87418 -6.61286  -0.2676
S8 4.49324 5.83802 -5.69057  0.8354
O12 4.07012 4.40316 -5.57578  -0.5702
C27 3.48814 6.59892 -6.98803  -0.2687
H52 6.82544 5.40773 -6.00187  0.0520
H53 5.94322 5.31967 -7.54810  0.0581
H54 6.32736 6.91018 -6.81985  0.0536
H55 3.53875 5.99996 -7.90041  0.0563
H56 3.84853 7.61168 -7.18317  0.0535
H57 2.45269 6.64473 -6.64255  0.0499

Forces on the atoms, in the same order (eV/Å):
-0.9 -0.7 -1.0
-0.7 1.4 -2.8
1.1 -0.2 0.4
-1.5 -3.3 -0.2
-1.7 1.5 -2.9
-0.3 -2.1 3.5
-2.1 2.9 -1.8
4.1 -6.3 3.8
-1.3 -3.0 0.9
1.5 -1.3 3.5
2.4 1.2 2.1
2.1 4.1 -0.9
-1.2 2.1 -3.8
-1.4 -0.9 -1.4
-0.6 0.2 3.9
0.1 -0.6 -8.4
0.6 2.6 -0.9
1.8 -0.4 1.7
-2.2 0.1 0.7
0.2 0.8 1.6
-2.2 -1.2 1.7
0.7 -1.5 2.6
2.1 1.4 1.4
0.7 2.3 -1.0
-0.9 1.2 -2.6
0.0 0.1 0.2
0.4 -0.2 -0.1
-0.1 -0.1 0.0
-0.2 0.0 0.1
-0.1 -0.1 -0.1
-0.1 0.1 0.0
-0.1 0.0 -0.1
0.0 0.1 0.1
-0.2 0.1 0.0
0.2 0.1 0.1
0.0 0.1 0.1
-0.3 0.2 0.1
0.4 -0.5 0.1
-0.1 0.0 0.0
-0.1 -0.1 -0.1
-0.1 0.0 -0.1
-0.1 0.0 -0.1
0.1 0.1 -0.1
0.0 0.1 -0.1
0.1 0.1 0.0
-0.1 0.1 0.0
-0.2 0.1 0.3
0.2 0.0 -0.7
0.0 0.1 0.0
0.2 0.1 0.1
0.1 -0.1 0.1
0.0 0.0 0.1
0.0 -0.1 0.0
0.0 -0.1 0.1
-0.1 -0.1 0.0
0.0 -0.1 0.0
-0.2 -0.1 0.2
0.3 -0.4 -0.7
-0.1 0.0 0.0
-0.1 0.2 -0.1
0.0 0.2 0.0
0.1 0.1 0.1
0.1 0.0 0.1
0.1 0.0 0.1
0.2 -0.1 0.1
0.0 0.0 0.2
0.2 -0.1 0.1
-0.1 0.5 -0.4
0.1 -0.2 0.2
0.1 -0.1 -0.1
0.0 -0.1 -0.1
0.0 -0.1 0.0
-0.2 -0.1 -0.2
0.0 -0.1 0.1
-0.2 0.0 0.0
0.1 0.1 0.1
0.3 -0.1 -0.1
-0.2 0.3 -0.3
0.1 0.0 0.1
0.0 -0.1 -0.1
0.0 -0.1 0.0
0.0 -0.1 0.0
-0.1 0.0 0.1
0.0 -0.1 0.1
-0.1 0.2 0.0
0.0 0.0 0.1
-0.1 0.4 0.2
0.1 -0.7 0.0
-0.1 0.0 0.1
-0.2 0.0 -0.1
-0.1 0.0 -0.1
-0.1 0.1 -0.1
0.1 0.0 -0.1
0.0 0.1 0.0
0.2 0.0 0.0
0.0 -0.1 -0.1
0.0 -0.3 0.0
0.3 0.8 -0.2
-0.1 -0.1 -0.1
-0.2 0.1 0.0
-0.1 0.0 0.1
-0.1 -0.1 0.1
0.1 0.0 0.1
0.0 -0.1 0.1
0.2 0.0 0.1

Calculated values
* energy above the lowest of the compared OMol25 structures with the same formula, charge and spin: 13.1614 eV
* charge: 0
* LUMO: -0.991 eV


no.,total energy (eV),HOMO-LUMO gap (eV),HOMO level (eV)
1,-74662.301,10.2612,-9.86
2,-140834.078,6.9851,-7.98